175
Properties=species:S:1:pos:R:3 method="wB97M-V/def2-TZVPD" homo_ev=-9.396 total_energy_ev=-139627.66673 lumo_ev=-0.22 multiplicity=1 smiles="CCN(CCN(O)[C@H](N=C=O)[C@@](CCCCS(=O)(=O)O)(OC#N)OCCCCCO)C(C)=O.COC(=O)OC.COC(=O)OC.COC(=O)OC.COC(=O)OC.COC(=O)OC.COC(=O)OC.COC(=O)OC.COC(=O)OC.COC(=O)OC" charge=0
C -4.83 6.26 0.71
C -3.63 7.07 0.01
N -2.84 7.72 1.10
C -1.52 7.05 1.29
C -1.66 5.54 1.71
N -0.40 4.78 1.73
O -0.55 3.58 2.39
C 0.26 4.68 0.43
N -0.60 4.35 -0.73
C -1.24 3.30 -0.64
O -1.94 2.38 -0.47
C 1.66 3.89 0.47
C 2.71 4.35 -0.60
C 2.20 5.14 -1.87
C 1.64 4.26 -3.05
C 1.22 5.06 -4.36
S 1.81 6.78 -4.48
O 1.20 7.68 -3.51
O 1.40 7.25 -5.82
O 3.47 6.89 -4.48
O 2.22 4.37 1.77
C 3.17 3.51 2.23
N 4.03 2.77 2.43
O 1.52 2.51 0.69
C 1.59 1.65 -0.46
C 0.52 0.47 -0.24
C 1.19 -0.93 0.05
C 0.03 -1.93 0.48
C -1.08 -2.13 -0.63
O -2.36 -1.72 -0.09
C -2.58 9.11 0.68
C -2.70 10.30 1.70
O -2.22 9.39 -0.44
H -4.72 5.14 0.56
H -5.81 6.53 0.20
H -4.94 6.53 1.79
H -4.12 7.79 -0.70
H -3.02 6.28 -0.53
H -0.99 7.15 0.29
H -0.96 7.62 2.08
H -2.04 5.54 2.78
H -2.45 4.97 1.13
H -0.11 3.70 3.26
H 0.60 5.75 0.24
H 3.44 5.07 -0.10
H 3.39 3.53 -0.98
H 1.47 5.96 -1.68
H 3.13 5.65 -2.29
H 2.46 3.54 -3.36
H 0.73 3.64 -2.77
H 1.47 4.43 -5.26
H 0.09 5.11 -4.36
H 3.73 6.33 -5.25
H 1.34 2.10 -1.45
H 2.59 1.13 -0.44
H -0.06 0.35 -1.21
H -0.25 0.71 0.54
H 1.95 -0.81 0.88
H 1.74 -1.36 -0.83
H 0.44 -2.93 0.82
H -0.49 -1.51 1.39
H -1.16 -3.22 -0.93
H -0.92 -1.56 -1.58
H -2.44 -0.75 -0.12
H -3.52 11.02 1.42
H -1.74 10.89 1.63
H -2.82 9.90 2.75
C -4.54 -3.48 1.31
O -4.81 -4.84 1.64
C -3.98 -5.36 2.55
O -3.07 -4.78 3.08
O -4.34 -6.63 2.78
C -3.53 -7.31 3.73
H -5.28 -3.17 0.56
H -4.65 -2.84 2.18
H -3.55 -3.38 0.87
H -3.60 -6.83 4.71
H -2.50 -7.37 3.39
H -3.92 -8.33 3.83
C -2.30 -2.50 -7.21
O -2.79 -3.66 -6.55
C -2.75 -3.59 -5.21
O -2.34 -2.65 -4.57
O -3.24 -4.73 -4.72
C -3.26 -4.80 -3.29
H -2.38 -2.68 -8.29
H -2.89 -1.63 -6.96
H -1.24 -2.34 -6.97
H -3.89 -4.01 -2.88
H -2.24 -4.73 -2.89
H -3.67 -5.77 -3.01
C -6.87 -5.75 5.09
O -7.37 -6.91 5.76
C -7.33 -6.83 7.09
O -6.93 -5.89 7.73
O -7.82 -7.97 7.59
C -7.84 -8.03 9.01
H -6.95 -5.92 4.01
H -7.47 -4.87 5.34
H -5.82 -5.58 5.33
H -8.48 -7.24 9.42
H -6.83 -7.95 9.42
H -8.25 -9.00 9.30
C -2.44 -9.41 0.39
O -1.66 -9.98 1.43
C -0.53 -10.57 1.02
O -0.15 -10.64 -0.13
O 0.11 -11.06 2.09
C 1.33 -11.72 1.79
H -3.32 -8.96 0.84
H -1.88 -8.62 -0.13
H -2.77 -10.17 -0.31
H 2.04 -11.03 1.33
H 1.16 -12.58 1.14
H 1.76 -12.07 2.73
C 6.54 -4.66 0.34
O 5.50 -3.74 0.69
C 5.83 -2.45 0.51
O 6.89 -2.05 0.09
O 4.79 -1.70 0.87
C 5.00 -0.29 0.72
H 6.17 -5.66 0.52
H 6.80 -4.57 -0.72
H 7.42 -4.50 0.96
H 5.19 -0.03 -0.32
H 5.82 0.04 1.36
H 4.09 0.22 1.04
C -9.88 5.06 3.05
O -9.59 3.71 2.68
C -8.33 3.51 2.27
O -7.47 4.35 2.20
O -8.20 2.22 1.97
C -6.89 1.85 1.51
H -10.92 5.10 3.36
H -9.25 5.38 3.88
H -9.74 5.73 2.19
H -6.15 2.04 2.29
H -6.64 2.39 0.60
H -6.90 0.79 1.29
C 4.69 12.16 -10.07
O 3.47 11.50 -9.73
C 3.60 10.59 -8.74
O 4.61 10.31 -8.16
O 2.39 10.05 -8.53
C 2.37 9.06 -7.49
H 4.47 12.86 -10.87
H 5.08 12.71 -9.21
H 5.43 11.44 -10.43
H 2.66 9.50 -6.54
H 3.02 8.22 -7.75
H 1.35 8.70 -7.40
C 9.20 -2.06 -1.58
O 9.49 -3.42 -1.90
C 10.76 -3.64 -2.28
O 11.62 -2.81 -2.37
O 10.89 -4.94 -2.55
C 12.20 -5.32 -2.97
H 8.15 -2.01 -1.29
H 9.81 -1.72 -0.75
H 9.35 -1.42 -2.46
H 12.93 -5.12 -2.19
H 12.47 -4.81 -3.90
H 12.19 -6.40 -3.16
C 4.05 -6.20 6.75
O 4.16 -4.95 6.08
C 3.76 -4.97 4.80
O 3.32 -5.93 4.22
O 3.91 -3.75 4.29
C 3.52 -3.62 2.92
H 4.41 -6.06 7.77
H 3.01 -6.53 6.79
H 4.67 -6.96 6.27
H 2.45 -3.84 2.81
H 4.11 -4.28 2.29
H 3.69 -2.60 2.62

20
Properties=species:S:1:pos:R:3 method="wB97M-V/def2-TZVPD" homo_ev=-9.391 total_energy_ev=-10407.18781 lumo_ev=0.96 multiplicity=1 smiles="CC[C@@H](N)CNC=O" charge=0
C 0.09 1.34 2.19
C 0.31 1.03 0.72
C -0.64 -0.02 0.14
N -2.07 0.24 0.14
C -0.19 -0.42 -1.29
N 0.50 -1.70 -1.27
C 1.77 -1.82 -1.81
O 2.32 -0.92 -2.40
H 0.93 1.20 2.85
H -0.82 0.80 2.48
H -0.26 2.35 2.43
H 0.13 1.94 0.11
H 1.36 0.81 0.52
H -0.56 -0.93 0.74
H -2.39 0.86 -0.60
H -2.39 0.63 1.01
H 0.57 0.28 -1.62
H -1.04 -0.41 -1.97
H 0.17 -2.47 -0.70
H 2.21 -2.81 -1.65

80
Properties=species:S:1:pos:R:3 method="wB97M-V/def2-TZVPD" homo_ev=-7.576 total_energy_ev=-50700.76193 lumo_ev=2.38 multiplicity=1 charge=-1
B -0.65 0.36 0.15
F -1.41 0.98 -0.84
F -0.27 1.38 0.94
F -1.34 -0.58 0.85
F 0.47 -0.22 -0.44
C -1.03 -3.42 -0.42
C -1.19 -4.89 -0.22
N -1.28 -6.06 -0.12
H -1.16 -2.84 -1.35
H -1.87 -3.00 0.21
H 0.04 -3.16 0.04
C -0.43 5.10 1.77
C 1.00 5.36 1.51
N 2.14 5.64 1.29
H -0.99 5.80 2.32
H -0.99 5.21 0.97
H -0.82 4.12 2.02
C 3.32 0.44 -1.39
C 4.52 0.17 -2.16
N 5.55 -0.07 -2.76
H 3.08 1.52 -1.32
H 2.64 -0.41 -2.11
H 3.58 -0.21 -0.39
C 2.08 -1.34 2.45
C 2.60 -2.49 1.58
N 2.99 -3.33 0.97
H 2.92 -0.76 2.94
H 1.37 -0.67 1.95
H 1.64 -1.75 3.45
C 0.67 3.65 -2.26
C -0.72 4.13 -2.06
N -1.81 4.57 -1.90
H 0.66 2.62 -2.20
H 1.12 3.92 -3.14
H 1.32 3.95 -1.32
C -1.34 -1.31 5.35
C -1.94 -0.32 4.24
O -0.90 0.42 3.55
H -2.10 -1.66 6.09
H -0.57 -0.63 5.99
H -0.89 -2.06 4.97
H -2.63 0.54 4.96
H -2.42 -1.00 3.63
H -1.13 0.35 2.73
C -5.85 -1.93 0.09
C -4.65 -1.30 -0.23
O -4.02 -0.80 0.93
H -5.71 -2.54 0.89
H -6.30 -2.48 -0.51
H -6.62 -1.23 0.52
H -4.84 -0.54 -1.03
H -4.18 -2.10 -0.77
H -3.03 -0.57 0.70
C -1.32 -0.25 -5.88
C -1.08 0.55 -4.57
O -1.96 0.09 -3.61
H -0.68 0.44 -6.46
H -2.43 -0.07 -5.96
H -0.86 -1.24 -6.01
H -1.44 1.65 -4.78
H 0.09 0.53 -4.37
H -1.68 0.45 -2.83
C 3.42 3.39 3.48
C 2.44 2.39 2.86
O 1.71 1.68 3.83
H 4.05 3.18 4.25
H 2.75 4.03 3.83
H 3.98 3.88 2.75
H 2.95 1.54 2.41
H 1.95 2.95 2.08
H 1.00 1.34 3.58
C 1.83 -3.37 -3.88
C 1.99 -3.52 -2.34
O 3.27 -3.91 -2.01
H 0.91 -3.15 -3.99
H 1.78 -4.34 -4.50
H 2.48 -2.50 -4.15
H 1.36 -4.16 -2.07
H 1.60 -2.58 -1.72
H 3.28 -3.58 -1.05

51
Properties=species:S:1:pos:R:3 method="wB97M-V/def2-TZVPD" homo_ev=-8.220 total_energy_ev=-48016.13212 lumo_ev=-0.64 multiplicity=1 smiles="CCn1c(SCC(=O)N/N=C/C=C/c2ccccc2[N+](=O)[O-])nnc1-c1ccccc1" charge=0
C 1.27 2.24 4.14
C 1.17 2.20 2.61
N 1.56 0.92 2.10
C 2.82 0.40 2.15
S 4.23 1.35 2.58
C 5.16 1.19 1.00
C 4.12 1.12 -0.10
O 3.35 2.03 -0.33
N 4.09 -0.09 -0.75
N 3.03 -0.67 -1.35
C 1.94 -0.06 -1.64
C 0.81 -0.86 -1.99
C -0.41 -0.33 -2.15
C -1.63 -1.10 -2.30
C -1.69 -2.42 -1.83
C -2.82 -3.19 -1.94
C -3.96 -2.67 -2.54
C -3.95 -1.38 -3.01
C -2.81 -0.59 -2.88
N -2.92 0.75 -3.39
O -2.31 1.64 -2.83
O -3.66 0.92 -4.33
N 2.84 -0.83 1.72
N 1.59 -1.15 1.38
C 0.82 -0.11 1.60
C -0.60 -0.10 1.27
C -1.19 0.99 0.63
C -2.53 0.95 0.29
C -3.29 -0.17 0.56
C -2.70 -1.27 1.17
C -1.36 -1.23 1.52
H 0.62 1.48 4.57
H 0.95 3.21 4.50
H 2.29 2.05 4.46
H 0.15 2.40 2.30
H 1.84 2.96 2.18
H 5.74 2.10 0.93
H 5.80 0.32 1.05
H 4.76 -0.79 -0.48
H 1.79 1.01 -1.53
H 1.00 -1.92 -2.04
H -0.52 0.74 -2.15
H -0.81 -2.83 -1.34
H -2.83 -4.20 -1.55
H -4.86 -3.27 -2.63
H -4.82 -0.95 -3.48
H -0.60 1.86 0.36
H -2.97 1.80 -0.21
H -4.33 -0.20 0.29
H -3.28 -2.15 1.37
H -0.89 -2.08 1.99